[1]
DFT (ωB97M-V/def2-TZVPD) results for 2 unconnected molecules or ions with the total composition C33H30F5N3O6 in a non-equilibrium geometry.

Geometry as XYZ:
```
77
Properties=species:S:1:pos:R:3:forces:R:3
C 0.321188 -3.374666 2.699620 -0.29 -0.42 0.17
N 0.094275 -1.956093 2.577036 0.66 0.70 0.01
C 1.087763 -1.048291 2.819907 0.54 -0.65 0.88
O 2.217773 -1.300688 3.230718 -1.41 0.54 -0.95
C 0.499549 0.339371 2.536196 0.61 -0.18 0.96
C 1.084123 0.957381 1.267991 -0.31 -0.11 -0.49
C 2.566159 1.144594 1.382495 0.67 0.20 0.02
C 3.466611 0.244285 0.807610 -0.19 -0.35 0.06
F 2.982064 -0.820561 0.114692 0.35 0.71 0.42
C 4.842327 0.356505 0.978264 0.28 -0.10 -0.12
F 5.678893 -0.564411 0.456168 -0.58 0.66 0.32
C 5.356218 1.435428 1.704227 0.15 -0.04 0.02
F 6.684958 1.568045 1.868947 -0.92 -0.08 -0.13
C 4.482640 2.366440 2.270369 0.23 0.31 0.17
F 4.973779 3.410963 2.969180 -0.34 -0.74 -0.45
C 3.109576 2.203159 2.110978 -0.15 0.05 0.28
F 2.270127 3.075904 2.738273 0.55 -0.56 -0.55
N -0.932593 0.049299 2.458228 -1.36 2.19 -0.63
C -1.830014 1.043563 2.334069 1.91 -1.21 0.45
C -3.192768 0.842116 2.168462 -1.91 0.32 -0.14
C -4.107247 1.880782 2.098588 1.29 -0.46 -0.56
C -5.509999 1.731025 1.837640 -1.50 -0.33 -0.08
C -6.341837 2.869737 1.630601 0.50 -0.39 0.17
C -7.708101 2.735403 1.403630 -0.08 -0.33 -0.04
C -8.297630 1.458288 1.363885 0.61 0.25 0.10
C -7.497922 0.321674 1.550690 0.24 0.08 0.00
C -6.128694 0.448089 1.783422 -0.03 0.53 -0.01
C -1.240241 -1.393336 2.389307 -0.20 -1.05 -0.14
C -1.796331 -1.812237 1.019557 0.30 0.25 -0.22
C -2.189058 -1.865593 3.492579 0.20 0.18 0.32
H 1.396035 -3.565254 2.702755 -0.19 0.14 0.00
H -0.117549 -3.765813 3.626738 0.17 0.07 -0.14
H -0.141661 -3.891404 1.852664 0.16 0.00 0.10
H 0.722718 1.008663 3.386707 -0.24 -0.36 -0.20
H 0.872739 0.292395 0.418256 -0.01 0.28 0.16
H 0.595420 1.926886 1.101088 0.14 -0.21 -0.09
H -1.416429 2.060222 2.368580 -0.15 -0.40 0.10
H -3.560845 -0.179430 2.079555 0.15 0.63 0.12
H -3.713958 2.900743 2.118318 -0.14 -0.16 0.23
H -5.876831 3.858790 1.655386 -0.23 -0.27 0.03
H -8.327967 3.622662 1.257226 0.25 -0.29 0.05
H -9.369246 1.351036 1.188380 0.34 0.05 0.06
H -7.943731 -0.674353 1.516559 0.13 0.34 0.03
H -5.522294 -0.446500 1.931343 -0.31 0.21 0.01
H -1.075013 -1.566107 0.228801 -0.20 -0.10 0.11
H -1.975159 -2.894565 1.027530 0.05 0.33 -0.05
H -2.739767 -1.305790 0.805393 0.15 -0.23 -0.08
H -1.752313 -1.688695 4.483713 -0.16 -0.03 0.02
H -3.140076 -1.330042 3.454815 0.13 -0.28 0.15
H -2.385493 -2.938416 3.360528 0.05 0.32 0.04
C -8.737404 -0.388470 7.011542 -0.18 -0.22 0.00
C -7.456416 0.398551 7.037643 -0.20 -0.18 0.07
O -6.356399 -0.523955 6.956472 -0.45 0.56 -0.02
C -5.175844 0.163673 6.908692 1.16 0.23 0.00
C -4.020498 -0.690806 6.849222 -0.34 0.68 0.03
C -2.684626 -0.232895 6.833951 -0.93 -0.75 -0.10
O -1.734236 -0.999863 6.553747 0.48 0.50 -0.07
C -2.372632 1.211079 7.182837 0.63 0.15 -0.05
C -2.888327 1.832563 8.328334 0.26 0.01 0.00
C -2.549228 3.139892 8.648452 0.31 0.16 -0.42
C -1.683333 3.850110 7.797281 -0.53 -1.73 -0.45
N -1.454498 5.236120 8.027843 0.53 2.69 0.60
O -0.738058 5.865528 7.216524 -1.19 -1.03 1.34
O -1.985774 5.773852 9.025936 0.97 -0.96 -1.79
C -1.110447 3.221710 6.675484 -0.19 0.38 0.38
C -1.438948 1.904051 6.390562 -0.38 0.06 0.36
O -5.197035 1.395824 6.907384 -0.01 -0.31 -0.12
H -9.577135 0.304467 7.084822 -0.06 -0.04 0.01
H -8.837438 -0.947815 6.076042 0.01 -0.01 0.14
H -8.792660 -1.084160 7.854599 0.00 0.04 -0.16
H -7.416765 1.101726 6.195681 0.06 -0.11 0.25
H -7.381205 0.974653 7.970549 0.05 -0.06 -0.31
H -4.208112 -1.752377 6.769543 0.16 -0.04 -0.05
H -3.559197 1.285935 8.989749 0.13 0.09 -0.31
H -2.959281 3.630265 9.525228 0.08 -0.07 -0.18
H -0.426214 3.784340 6.048276 -0.11 -0.06 0.13
H -0.974427 1.404309 5.539456 -0.15 0.00 0.25
```
Forces are in eV/Å.

Computed properties:
orbital gap	3.7	eV
energy	-65045.1196	eV
LUMO	-2.85	eV
charge	0

***

[2]
DFT (ωB97M-V/def2-TZVPD) results for a molecular structure, C33H30FeNO3 in a non-equilibrium geometry.

Geometry as XYZ:
```
68
Properties=species:S:1:pos:R:3:forces:R:3
C -1.441150 -5.595808 2.160043 0.02 0.11 0.00
C -1.702842 -4.438884 2.891520 0.16 0.12 -0.22
C -1.296547 -3.188021 2.403454 -0.07 -0.12 -0.06
C -0.633703 -3.082954 1.175185 0.07 -0.36 -0.02
C -0.069350 -1.752838 0.636644 0.29 -0.30 0.23
C -0.531241 -0.598696 1.533557 0.28 -0.08 0.42
C 0.335899 0.074049 2.402623 -0.35 0.39 -0.21
C -0.112852 1.227549 3.064485 0.17 -0.34 0.00
C -1.434066 1.648140 2.935967 -0.28 0.05 -0.25
C -2.331297 0.905008 2.157786 0.23 -0.17 0.22
C -1.886013 -0.248046 1.509749 -0.10 0.66 -0.10
C 1.463514 -1.873440 0.568631 0.33 -0.32 0.06
C 2.169992 -2.537474 1.583959 0.34 0.06 -0.13
C 3.565916 -2.643007 1.527175 -0.30 0.15 -0.11
C 4.278239 -2.039366 0.483635 -0.14 0.17 0.01
C 3.586150 -1.366251 -0.522963 -0.24 -0.35 0.06
C 2.188256 -1.359330 -0.511583 0.33 0.02 0.24
C -0.574801 -1.477366 -0.810801 -0.94 -1.12 0.47
C -1.922897 -2.070136 -1.224734 -0.26 0.15 0.18
C -2.349043 -1.183406 -2.405794 0.07 -0.43 -0.43
C -1.578997 0.137502 -2.264090 -0.68 0.00 0.50
N -0.658372 -0.090378 -1.149937 -1.07 -1.47 -2.39
C -0.359515 -4.255098 0.453387 -0.27 -0.27 0.28
C -0.769142 -5.502352 0.936299 0.08 0.35 -0.14
H -1.749625 -6.570133 2.543443 0.09 0.31 -0.14
H -2.216718 -4.485104 3.853465 0.16 -0.06 -0.31
H -1.506213 -2.303382 3.010390 0.12 -0.32 -0.26
H 1.363545 -0.270210 2.539211 -0.30 0.22 -0.18
H 0.596440 1.796547 3.670862 -0.31 -0.21 -0.09
H -1.778957 2.550949 3.442508 0.13 -0.25 -0.13
H -3.375364 1.202349 2.051631 0.29 -0.05 0.20
H -2.607400 -0.885133 0.996983 0.24 0.40 0.12
H 1.625276 -3.004611 2.410047 0.20 0.21 -0.28
H 4.092652 -3.195040 2.308007 -0.14 0.20 -0.26
H 5.365695 -2.090161 0.449276 -0.27 -0.01 0.07
H 4.102011 -0.858781 -1.340404 0.01 -0.33 0.24
H 1.675660 -0.909816 -1.362986 0.44 -0.15 0.33
H 0.138763 -1.942516 -1.516937 0.02 0.34 0.05
H -1.792220 -3.124711 -1.482757 -0.21 0.29 -0.05
H -2.631576 -2.021520 -0.396793 0.02 -0.14 -0.24
H -2.014186 -1.662320 -3.333856 -0.31 0.09 0.08
H -3.430203 -1.032276 -2.448431 0.23 -0.04 -0.08
H -1.054113 0.425206 -3.195857 0.20 -0.01 0.60
H -2.232923 0.990971 -2.027776 0.17 -0.06 0.10
H 0.228504 0.421382 -1.226704 0.34 0.74 0.65
H 0.192608 -4.193329 -0.490275 -0.14 -0.08 0.32
H -0.554237 -6.396857 0.348952 -0.07 0.24 0.24
O -1.099374 7.679359 -2.610411 1.87 -1.50 1.65
C -0.576766 6.802166 -2.045373 -3.05 5.30 -2.94
Fe -0.402021 5.160727 -1.622262 1.16 -3.14 2.00
C -1.984174 4.499369 -1.095789 -3.00 -2.14 0.95
O -2.874265 3.763968 -0.897208 2.22 2.10 -0.49
C -0.802363 4.482445 -3.182723 -1.32 -2.66 -3.63
O -1.224206 3.876730 -4.095256 1.25 1.88 2.36
C 1.159700 1.468963 -0.447872 3.34 2.48 -1.99
C 2.019589 1.771377 -1.565960 -1.00 -1.73 2.34
C 2.140857 2.967350 -2.256357 -0.76 0.77 -1.36
C 1.679963 4.261928 -1.901787 1.19 0.10 0.45
C 1.258371 4.642510 -0.570404 0.33 -1.29 1.15
C 0.419620 3.768304 0.221054 1.62 1.72 -0.20
C 0.149487 2.435902 -0.091549 -1.68 -0.60 0.39
H 1.423599 0.682978 0.269779 -0.15 0.28 -0.54
H 2.620794 0.924642 -1.922500 0.10 0.52 0.17
H 2.676398 2.912635 -3.215840 -0.23 0.07 0.49
H 2.065304 5.056419 -2.559996 -0.05 -0.30 0.53
H 1.690620 5.524641 -0.070449 -0.51 -0.21 -0.55
H 0.160088 4.117537 1.242151 -0.41 0.15 -0.86
H -0.874759 2.069144 0.082541 0.49 0.01 0.49
```
Forces are in eV/Å.

Computed properties:
orbital gap (alpha / beta)	6.7 / 5.1	eV
energy	-76714.4423	eV
LUMO (alpha / beta)	-3.08 / -6.31	eV
charge	+1
spin multiplicity	5

***

[3]
DFT (ωB97M-V/def2-TZVPD) results for a molecular structure, C33H30N8O4SSiSn in a non-equilibrium geometry.

Geometry as XYZ:
```
78
Properties=species:S:1:pos:R:3:forces:R:3
Sn 0.865338 -0.190574 0.811096 0.58 0.73 0.00
O -1.426162 1.134126 3.564596 -0.06 0.13 -0.31
C -1.556062 1.279926 2.375796 -0.83 -0.60 0.69
N -0.915062 2.235526 1.622296 0.31 0.47 -0.27
C 0.040238 3.094526 2.248296 0.68 0.29 0.46
C -0.134262 4.469126 2.228996 -0.09 0.02 -0.02
C 0.773138 5.294426 2.865596 -0.13 0.08 -0.07
C 1.854738 4.735526 3.528896 0.03 -0.06 -0.01
C 2.036538 3.369326 3.538196 0.01 0.14 0.00
C 1.135138 2.514226 2.897296 -0.06 0.13 -0.12
N 1.345338 1.144326 2.834096 -0.06 -0.34 -0.03
C 1.766138 0.548826 3.960396 -0.27 0.11 -0.35
O 1.872438 1.033526 5.077896 0.13 -0.12 0.35
C 2.172838 -0.888974 3.752396 0.28 -0.17 0.60
C 2.622138 -1.603174 4.857896 -0.09 0.08 -0.12
C 3.127038 -2.876574 4.677196 -0.07 0.04 -0.23
C 3.172638 -3.391874 3.389996 0.03 0.08 -0.01
C 2.678238 -2.627374 2.346896 0.17 -0.37 -0.08
N 2.184338 -1.406874 2.522696 -0.38 0.11 0.00
C -2.406862 0.348426 1.553996 -0.29 -0.22 0.10
C -3.787162 0.289826 1.675396 0.18 -0.05 0.01
C -4.468662 -0.677674 0.952496 0.23 0.07 -0.02
C -3.744762 -1.543274 0.148296 -0.01 0.09 0.02
C -2.366162 -1.412774 0.088896 -0.17 -0.23 -0.17
N -1.713862 -0.482074 0.773796 0.30 0.15 0.39
H -0.993562 4.881426 1.720296 -0.06 0.06 -0.07
H 0.632538 6.364726 2.851796 -0.04 0.07 -0.01
H 2.560538 5.368426 4.046996 0.07 0.06 0.00
H 2.881338 2.938626 4.051396 0.01 -0.02 0.01
H 2.564538 -1.127074 5.825596 0.03 0.05 -0.02
H 3.483438 -3.449974 5.520296 0.03 -0.06 0.04
H 3.573738 -4.371174 3.187496 0.02 -0.12 -0.03
H 2.645138 -3.008174 1.336496 0.04 -0.09 0.10
H -4.304462 0.978926 2.324896 0.01 0.06 0.07
H -5.543362 -0.755474 1.022096 -0.08 -0.01 0.00
H -4.233062 -2.315374 -0.425004 0.00 -0.07 -0.05
H -1.768662 -2.083574 -0.510904 -0.06 -0.06 -0.06
N 4.900938 -6.377474 -3.580604 0.20 -0.21 -0.12
C 3.893138 -5.607174 -3.053304 -0.27 0.11 0.15
C 4.186238 -4.564274 -2.168104 -0.05 0.02 -0.04
C 3.166638 -3.851374 -1.571304 0.07 -0.02 -0.01
C 1.851238 -4.181774 -1.836504 -0.56 0.24 0.26
C 1.542338 -5.188774 -2.728604 -0.06 0.03 -0.02
C 2.556038 -5.892174 -3.346204 0.13 0.05 0.07
S 0.558038 -3.376274 -0.920704 0.18 0.21 0.29
O -0.731162 -3.687874 -1.482504 0.08 -0.30 -0.38
O 0.731238 -3.718674 0.471396 0.21 -0.10 0.12
N 0.838538 -1.775174 -0.964604 0.28 -1.59 1.28
C 0.423038 -1.114074 -2.040304 -0.43 1.15 -1.33
N 0.052838 0.166226 -1.808204 -0.01 -0.38 -0.01
C -0.452162 0.834726 -2.828404 0.03 0.02 -0.20
C -0.563962 0.278226 -4.092504 -0.02 0.02 -0.01
C -0.089162 -1.017974 -4.237604 -0.17 0.32 -0.17
N 0.397338 -1.712574 -3.232504 0.21 -0.24 -0.05
H 5.828538 -5.991374 -3.592904 -0.01 -0.02 -0.06
H 4.668638 -6.973974 -4.356404 0.08 0.08 0.00
H 5.218138 -4.331974 -1.949204 0.10 0.07 0.03
H 3.376038 -3.029374 -0.903004 0.15 0.05 0.09
H 0.504838 -5.398874 -2.926804 -0.15 -0.10 -0.09
H 2.327038 -6.676574 -4.051704 -0.07 -0.12 -0.06
H -0.784962 1.840826 -2.608704 -0.01 0.12 -0.04
H -0.987462 0.825526 -4.916304 -0.04 0.08 -0.11
H -0.093262 -1.519974 -5.198304 -0.06 0.03 -0.08
C -4.959862 3.973426 -0.907604 0.66 0.06 -0.27
Si -3.185662 4.129126 -1.592204 -0.23 0.25 -0.06
C -2.550862 5.924326 -1.487204 -0.23 -0.69 -0.02
C -3.110562 3.517526 -3.395004 0.02 0.15 0.70
C -2.107762 3.128126 -0.455604 -0.13 0.22 -0.34
C -1.518362 2.674126 0.497096 -0.28 0.09 -0.30
H -5.657762 4.621626 -1.429504 -0.06 0.13 -0.17
H -4.993062 4.237926 0.144896 0.09 0.07 0.19
H -5.325262 2.954726 -0.998404 0.00 -0.21 -0.05
H -3.157362 6.605526 -2.077304 -0.16 0.03 -0.14
H -1.528862 5.996026 -1.847404 0.18 -0.06 -0.08
H -2.557862 6.283426 -0.462804 -0.04 -0.01 0.22
H -3.840162 4.038926 -4.009404 -0.13 0.13 -0.02
H -3.318462 2.454226 -3.467004 -0.07 -0.21 0.05
H -2.132262 3.691426 -3.833504 0.21 0.07 -0.02
```
Forces are in eV/Å.

Computed properties:
orbital gap	7.3	eV
energy	-79363.4339	eV
energy relative to the best compared isomer or geometry (same formula, charge and spin)	44.4	kcal/mol
LUMO	-0.21	eV
charge	0